{
  "formula": "C4H13N2",
  "method": "ωB97M-V with the def2-TZVPD basis set",
  "symbols": ["C", "N", "H", "H", "H", "H", "H", "H", "C", "C", "C", "N", "H", "H", "H", "H", "H", "H", "H"],
  "coordinates": [[1.47, -0.90, 1.82], [0.85, -1.46, 0.57], [0.74, -1.01, 2.62], [2.38, -1.46, 2.04], [1.66, 0.15, 1.65], [0.00, -0.85, 0.26], [0.55, -2.43, 0.71], [1.52, -1.48, -0.20], [0.65, 0.66, -1.91], [-0.71, 1.03, -1.33], [-1.76, 0.77, 0.84], [-1.10, 0.25, -0.12], [0.85, 1.25, -2.81], [1.46, 0.87, -1.21], [0.66, -0.39, -2.23], [-1.48, 0.88, -2.10], [-0.70, 2.10, -1.05], [-2.04, 1.82, 0.79], [-2.02, 0.14, 1.69]],
  "charge": 2,
  "s2": 0.7591,
  "fmax_ha_per_bohr": 0.08890,
  "energy_ha": -268.93062,
  "spin_multiplicity": 2
}



{
  "formula": "C4H5NO2",
  "method": "ωB97M-V with the def2-TZVPD basis set",
  "symbols": ["O", "C", "C", "O", "N", "C", "C", "H", "H", "H", "H", "H"],
  "coordinates": [[-2.24, 1.48, 0.33], [-1.94, 0.89, -0.64], [-0.64, 0.27, -0.63], [-0.80, -0.68, -1.38], [0.48, 0.58, -0.07], [1.60, -0.35, 0.00], [0.80, -0.53, 1.15], [-2.55, 0.73, -1.53], [2.54, 0.15, 0.12], [1.60, -1.20, -0.68], [0.19, -1.41, 1.24], [0.98, 0.06, 2.03]],
  "charge": 0,
  "fmax_ha_per_bohr": 0.12294,
  "energy_ha": -360.53611,
  "smiles": "O=CC(=O)N1CC1"
}



{
  "formula": "C5H6O2",
  "method": "ωB97M-V with the def2-TZVPD basis set",
  "symbols": ["C", "C", "O", "C", "O", "C", "C", "H", "H", "H", "H", "H", "H"],
  "coordinates": [[-1.78, 0.79, -0.14], [-0.52, 0.09, 0.31], [-0.86, -1.23, 0.72], [0.53, -0.02, -0.81], [0.35, 0.29, -1.96], [1.79, -0.58, -0.30], [2.75, -0.96, 0.32], [-2.38, 1.05, 0.74], [-2.36, 0.14, -0.79], [-1.53, 1.71, -0.68], [-0.04, 0.63, 1.13], [-0.05, -1.67, 1.02], [3.62, -1.30, 0.84]],
  "charge": 0,
  "fmax_ha_per_bohr": 0.01176,
  "energy_ha": -344.51613,
  "smiles": "C#CC(=O)[C@@H](C)O"
}



{
  "formula": "C4H9O2",
  "method": "ωB97M-V with the def2-TZVPD basis set",
  "symbols": ["C", "C", "O", "O", "H", "H", "H", "C", "C", "H", "H", "H", "H", "H", "H"],
  "coordinates": [[0.07, 0.96, -2.41], [0.60, 1.90, -1.28], [-0.18, 2.00, -0.29], [1.78, 2.28, -1.43], [0.93, 0.47, -2.84], [-0.68, 1.41, -3.07], [-0.48, 0.08, -2.02], [-0.93, -1.15, 1.35], [0.48, -1.18, 1.97], [-0.88, -1.18, 0.26], [-1.59, -1.92, 1.75], [-1.40, -0.17, 1.46], [0.63, -2.17, 2.41], [0.45, -0.55, 2.86], [1.21, -0.78, 1.28]],
  "charge": -1,
  "fmax_ha_per_bohr": 0.03472,
  "energy_ha": -308.32449
}



{
  "formula": "C4H13NO2",
  "method": "ωB97M-V with the def2-TZVPD basis set",
  "symbols": ["C", "N", "C", "C", "C", "H", "H", "H", "H", "H", "H", "H", "H", "H", "H", "H", "O", "H", "H", "O"],
  "coordinates": [[0.55, -1.24, -1.29], [0.20, -0.24, -0.28], [1.06, 0.93, -0.28], [-0.56, 2.70, -1.06], [0.34, 2.23, -0.16], [-0.19, -2.04, -1.22], [1.43, -1.76, -0.90], [0.62, -0.84, -2.29], [-0.76, 0.03, -0.43], [1.75, 0.78, 0.55], [1.65, 1.04, -1.21], [-1.51, 3.11, -0.73], [-0.20, 2.83, -2.08], [0.23, 2.74, 0.80], [-2.71, -3.56, -1.09], [-3.68, -2.33, -1.30], [-3.29, -3.11, -1.71], [2.32, 0.29, 3.40], [1.25, -0.49, 4.06], [2.09, -0.07, 4.27]],
  "charge": 0,
  "fmax_ha_per_bohr": 0.05393,
  "energy_ha": -365.33695,
  "smiles": "C=CCNC.O.O"
}



{
  "formula": "C21H25N3O5",
  "method": "ωB97M-V with the def2-TZVPD basis set",
  "symbols": ["C", "H", "H", "H", "C", "C", "N", "C", "C", "C", "C", "C", "C", "C", "H", "O", "C", "O", "H", "H", "H", "H", "H", "H", "H", "C", "C", "O", "N", "C", "O", "N", "C", "O", "C", "C", "C", "C", "C", "C", "H", "H", "H", "H", "H", "H", "H", "H", "H", "H", "H", "H", "H", "H"],
  "coordinates": [[-4.42, 0.08, -2.04], [-5.46, 0.31, -2.24], [-3.80, 0.69, -2.70], [-4.24, -0.96, -2.25], [-4.10, 0.36, -0.57], [-2.63, 0.20, -0.31], [-1.87, 1.27, -0.42], [-2.27, 2.63, -0.70], [-1.05, 3.48, -0.93], [-0.86, 4.14, -2.13], [0.26, 4.93, -2.38], [1.19, 5.02, -1.37], [1.01, 4.35, -0.15], [-0.10, 3.58, 0.09], [-0.22, 3.07, 1.03], [2.07, 4.61, 0.67], [2.94, 5.45, -0.07], [2.37, 5.71, -1.34], [3.08, 6.40, 0.47], [3.91, 4.95, -0.20], [0.40, 5.44, -3.31], [-1.61, 4.05, -2.91], [-2.92, 2.66, -1.58], [-2.84, 3.04, 0.15], [-0.87, 1.10, -0.24], [-2.05, -1.04, 0.00], [-2.86, -2.24, 0.09], [-4.06, -2.35, -0.13], [-2.17, -3.38, 0.48], [-0.83, -3.52, 0.75], [-0.38, -4.59, 1.07], [-0.09, -2.36, 0.62], [-0.63, -1.14, 0.26], [0.13, -0.17, 0.18], [1.35, -2.43, 0.89], [1.64, -2.82, 2.33], [3.15, -2.76, 2.58], [3.88, -3.69, 1.61], [3.57, -3.31, 0.17], [2.07, -3.37, -0.08], [1.71, -4.38, 0.07], [1.84, -3.07, -1.11], [4.08, -3.98, -0.51], [3.93, -2.29, -0.03], [3.56, -4.71, 1.79], [4.96, -3.63, 1.79], [3.36, -3.05, 3.61], [3.50, -1.73, 2.44], [1.28, -3.83, 2.52], [1.12, -2.14, 3.01], [1.71, -1.41, 0.72], [-2.72, -4.22, 0.55], [-4.66, -0.34, 0.04], [-4.41, 1.38, -0.30]],
  "charge": 0,
  "fmax_ha_per_bohr": 0.02496,
  "energy_ha": -1355.78323,
  "smiles": "CC/C(NCc1ccc2c(c1)OCO2)=C1\\C(=O)NC(=O)N(C2CCCCC2)C1=O"
}



Question: The highest charge belongs to which entry?
Answer: C4H13N2



Question: Which of these has the highest charge?
Answer: C4H13N2



Question: Number 2 is which compound?
Answer: C4H5NO2